A molecular structure, C2H9N3O. Source: the OMol25 dataset; level of theory: ωB97M-V with the def2-TZVPD basis set.

Properties
E_LUMO = 0.965 eV
E = -8734.585 eV
ΔE to the lowest compared entry with this formula, charge and spin = 371.9 kJ/mol
multiplicity = 1
total charge = 0

Atoms and positions in Å:
C1 0.96 0.94 1.14
C2 -0.61 -1.66 -1.10
N1 0.05 -0.77 -1.69
N2 0.27 1.99 1.17
N3 1.77 0.69 0.07
O1 -0.70 0.21 -2.33
H1 -0.04 0.83 -2.69
H2 -0.25 2.12 2.03
H3 2.13 -0.23 -0.08
H4 1.66 1.29 -0.72
H5 1.04 0.18 1.93
H6 -2.50 -0.64 2.28
H7 -1.70 -1.70 -1.06
H8 -0.05 -2.43 -0.60
H9 -2.04 -0.82 1.65

***

2 unconnected molecules or ions with the total composition C2H9N3O. Source: the OMol25 dataset; level of theory: ωB97M-V with the def2-TZVPD basis set.

Properties
SMILES = [H]/N=C/N.NCO
E_LUMO = 0.821 eV
E = -8737.438 eV
ΔE to the lowest compared entry with this formula, charge and spin = 96.7 kJ/mol
multiplicity = 1
total charge = 0

Atoms and positions in Å:
N1 1.51 -0.82 1.14
C1 0.52 -1.62 1.03
N2 0.04 -2.01 -0.17
H1 0.90 0.52 -0.08
H2 1.93 -0.83 2.06
H3 -0.01 -1.98 1.91
H4 -0.88 -2.39 -0.34
H5 0.47 -1.49 -0.91
N3 -1.82 1.38 -0.58
C2 -0.47 1.87 -0.41
O1 0.55 1.00 -0.82
H6 -2.08 1.46 -1.56
H7 -1.87 0.40 -0.35
H8 -0.40 2.83 -0.92
H9 -0.28 2.13 0.65

***

2 unconnected molecules or ions with the total composition C2H9N4O. Source: the OMol25 dataset; level of theory: ωB97M-V with the def2-TZVPD basis set.

Properties
E_LUMO (spin up / spin down) = 0.813 / 0.647 eV
E = -10225.916 eV
ΔE to the lowest compared entry with this formula, charge and spin = 101.6 kJ/mol
multiplicity = 2
total charge = 0

Atoms and positions in Å:
N1 0.32 -1.38 2.32
C1 1.13 -1.02 1.26
N2 2.24 -1.74 0.97
N3 0.76 0.03 0.48
H1 -0.66 -1.10 2.24
H2 0.50 -2.28 2.75
H3 2.65 -1.66 0.03
H4 2.42 -2.60 1.46
H5 -0.11 0.52 0.61
H6 1.16 0.10 -0.45
C2 -1.89 1.55 -1.70
N4 -0.85 2.11 -1.01
O1 -1.80 0.57 -2.39
H7 -2.84 2.10 -1.58
H8 0.08 1.99 -1.38
H9 -1.02 3.03 -0.62

***

Molecular weight (g/mol)
91.11, 91.11, 105.12